DFT (ωB97M-V/def2-TZVPD) results for a structure of composition C7H28HfN16O13.

The value obtained for the lowest unoccupied orbital energy is -5.08 eV. The calculation puts the highest occupied orbital energy at -0.5115 Eh. The energy above the lowest of the compared OMol25 structures with the same formula, charge and spin comes out at 0.00 kcal per mole. The HOMO-LUMO gap is 0.325 Ha. The charge is +2.

CARTESIAN COORDINATES (ANGSTROEM)
Hf1 -0.39 0.27 -0.11
O1 0.32 1.52 -1.97
O2 2.06 0.68 0.05
O3 -1.69 0.64 1.86
O4 -2.64 1.08 3.72
O5 -0.77 -2.09 0.25
O6 -2.32 -0.99 3.19
O7 1.33 1.67 -3.91
O8 -2.13 2.00 -0.59
O9 0.17 2.31 0.85
O10 0.68 -0.59 1.82
O11 -1.50 -0.70 -1.81
O12 0.91 -1.22 -1.53
O13 0.69 3.44 -2.86
N1 -1.53 -3.30 2.03
N2 -2.84 -0.58 -3.66
N3 -0.38 3.05 2.91
N4 -2.24 0.21 2.94
N5 -2.87 3.40 -2.28
N6 3.69 -0.86 0.42
N7 4.25 1.27 -0.16
N8 0.74 0.17 3.96
N9 2.64 -2.62 -2.02
N10 -0.88 -4.31 0.07
N11 0.81 2.22 -2.94
N12 1.45 -1.93 3.52
N13 -2.33 -2.59 -2.72
N14 -4.02 3.19 -0.35
N15 1.75 3.35 2.12
N16 2.02 -0.97 -3.48
C1 -2.20 -1.26 -2.68
C2 1.78 -1.63 -2.33
C3 -1.08 -3.19 0.78
C4 -2.92 2.84 -1.06
C5 1.00 -0.75 3.01
C6 3.27 0.37 0.08
C7 0.48 2.95 1.89
H1 -1.33 2.73 2.83
H2 -4.18 2.74 0.53
H3 -2.14 3.06 -2.89
H4 1.88 -1.94 4.42
H5 -1.73 -4.24 2.33
H6 -2.81 0.42 -3.77
H7 5.07 1.04 0.38
H8 4.57 -1.13 0.02
H9 -1.64 -2.48 2.61
H10 -3.20 -1.08 -4.45
H11 3.08 -1.61 0.68
H12 4.02 2.16 -0.55
H13 -0.33 -4.25 -0.78
H14 3.42 -2.75 -2.64
H15 -3.67 3.83 -2.71
H16 2.62 -2.97 -1.08
H17 -0.01 3.53 3.72
H18 1.25 -0.32 -3.61
H19 -1.75 -3.16 -2.14
H20 2.50 3.31 1.47
H21 2.02 3.33 3.09
H22 0.88 -0.14 4.91
H23 0.42 1.10 3.75
H24 -4.79 3.73 -0.70
H25 1.81 -2.59 2.85
H26 2.68 -1.16 -4.20
H27 -2.91 -2.97 -3.45
H28 -1.02 -5.26 0.36

Atomic charges from the Löwdin analysis, expressed in e, are listed below: 2.199, -0.206, -0.085, -0.185, 0.056, -0.123, 0.025, 0.025, -0.078, -0.117, -0.106, -0.123, -0.118, 0.055, 0.221, 0.212, 0.206, -0.511, 0.203, 0.190, 0.202, 0.221, 0.184, 0.183, -0.533, 0.197, 0.223, 0.190, 0.210, 0.214, -0.570, -0.604, -0.597, -0.606, -0.586, -0.607, -0.581, 0.101, 0.120, 0.107, 0.118, 0.128, 0.117, 0.122, 0.120, 0.065, 0.120, 0.090, 0.128, 0.106, 0.119, 0.119, 0.097, 0.130, 0.083, 0.093, 0.112, 0.116, 0.123, 0.081, 0.117, 0.113, 0.127, 0.125, 0.122